No. 1
ORCA calculation (ωB97M-V/def2-TZVPD) on a 3-piece molecular cluster, C37H53BrI2N6O10PS2Si overall.

Results
LUMO energy	-3.4	eV
multiplicity	1
charge	+1
orbital gap	0.27956	Ha
highest occupied orbital energy	-0.405	hartree
max |F|	0.079	hartree/bohr

Last column: Löwdin charge in e.
Cartesian coordinates (Å):
C: 0.778 6.083 -2.798  -0.157
C: 0.868 5.164 -4.028  -0.651
Br: 2.388 5.879 -5.117  0.712
C: 0.934 3.618 -3.957  -0.162
C: 1.056 2.741 -2.702  -0.344
C: 1.741 1.434 -3.287  -0.142
C: 3.250 1.498 -3.614  -0.176
C: 3.518 0.593 -4.857  -0.193
S: 4.866 -0.582 -4.584  0.589
O: 5.604 -0.320 -3.401  -0.257
O: 4.280 -1.880 -4.667  -0.293
O: 5.815 -0.446 -5.877  -0.143
C: 1.983 3.207 -1.548  -0.198
C: 3.134 4.219 -1.831  -0.207
N: 4.394 3.821 -1.160  0.030
C: 1.082 3.551 -0.354  -0.059
N: 0.525 2.255 0.189  0.063
C: 1.578 1.827 1.114  -0.081
C: 1.260 2.433 2.522  -0.315
O: 0.143 2.836 2.782  0.129
C: 2.395 2.548 3.519  -0.183
C: 3.170 3.686 3.453  -0.041
C: 4.242 3.836 4.307  -0.057
C: 4.494 2.818 5.206  -0.078
C: 3.700 1.705 5.291  -0.069
C: 2.623 1.549 4.437  -0.024
C: 0.051 1.524 -0.849  -0.285
N: -0.297 0.208 -0.808  -0.086
C: -0.717 -0.563 -2.003  -0.668
I: 0.728 -2.194 -2.351  1.045
C: -2.181 -1.067 -2.235  -0.778
C: -2.379 -2.592 -2.506  -0.273
I: -3.752 -0.438 -0.908  1.010
P: -0.191 -0.736 0.664  0.209
O: -0.618 0.189 1.902  -0.185
O: 1.322 -1.300 0.821  -0.260
S: -1.295 -2.306 0.791  0.373
N: -0.170 2.247 -2.033  -0.040
Si: -1.818 2.816 -2.343  0.530
C: -2.094 4.604 -2.915  -0.159
C: -2.780 1.856 -3.677  -0.168
C: -2.761 2.905 -0.692  -0.206
H: 0.171 6.957 -3.062  0.093
H: 1.765 6.499 -2.579  0.046
H: 0.356 5.670 -1.881  0.050
H: 0.040 5.435 -4.682  0.058
H: 0.131 3.215 -4.599  0.129
H: 1.800 3.388 -4.590  0.071
H: 1.595 0.552 -2.653  0.054
H: 1.185 1.239 -4.219  0.120
H: 3.635 2.484 -3.883  0.110
H: 3.795 1.102 -2.750  0.103
H: 2.649 0.011 -5.166  0.101
H: 3.803 1.245 -5.692  0.107
H: 5.278 -0.190 -6.641  0.091
H: 2.536 2.302 -1.248  0.125
H: 2.866 5.161 -1.342  0.110
H: 3.390 4.350 -2.882  0.077
H: 4.635 2.874 -1.442  0.064
H: 4.247 3.795 -0.155  0.060
H: 0.209 4.178 -0.558  0.122
H: 1.635 4.109 0.407  0.136
H: 2.591 2.196 0.900  0.133
H: 1.738 0.765 1.316  0.102
H: 2.920 4.452 2.720  0.119
H: 4.845 4.734 4.227  0.116
H: 5.347 2.932 5.870  0.116
H: 3.951 0.939 6.018  0.116
H: 1.995 0.664 4.504  0.120
H: -0.452 0.030 -2.876  0.038
H: -2.510 -0.667 -3.196  0.039
H: -2.049 -3.240 -1.696  0.003
H: -3.468 -2.713 -2.575  0.054
H: -2.007 -2.870 -3.496  0.065
H: -0.737 -0.419 2.650  0.090
H: 1.399 -1.701 1.702  0.093
H: -1.826 4.788 -3.959  0.032
H: -1.729 5.358 -2.215  0.029
H: -3.192 4.689 -2.881  0.060
H: -3.699 1.408 -3.294  0.002
H: -2.082 1.099 -4.067  0.018
H: -3.031 2.490 -4.535  0.043
H: -3.814 2.783 -0.986  0.026
H: -2.548 2.096 0.009  -0.031
H: -2.680 3.896 -0.232  0.043
C: -2.703 -7.320 2.349  -0.061
C: -2.844 -8.503 1.633  -0.059
C: -3.074 -8.465 0.266  -0.001
C: -3.156 -7.238 -0.368  -0.146
C: -3.025 -6.054 0.334  -0.001
C: -2.797 -6.097 1.699  -0.059
N: -3.375 -7.186 -1.820  -0.351
O: -3.506 -8.237 -2.410  0.089
O: -3.408 -6.089 -2.348  0.060
H: -2.517 -7.353 3.416  0.101
H: -2.772 -9.456 2.141  0.109
H: -3.183 -9.386 -0.288  0.121
H: -3.096 -5.098 -0.166  0.102
H: -2.690 -5.176 2.258  0.068
C: -3.758 -4.801 8.854  -0.062
C: -4.477 -4.103 7.893  -0.060
C: -3.997 -4.015 6.596  -0.002
C: -2.800 -4.634 6.278  -0.148
C: -2.069 -5.327 7.228  -0.002
C: -2.553 -5.409 8.523  -0.060
N: -2.300 -4.563 4.901  -0.340
O: -2.953 -3.932 4.090  0.052
O: -1.264 -5.143 4.641  0.074
H: -4.138 -4.873 9.865  0.111
H: -5.413 -3.630 8.154  0.111
H: -4.559 -3.471 5.850  0.120
H: -1.133 -5.804 6.972  0.120
H: -1.994 -5.950 9.274  0.111

No. 2
ORCA calculation (ωB97M-V/def2-TZVPD) on C37H53KN11O5PSe2 as an isolated structure.

Results
LUMO energy	-1.1	eV
multiplicity	1
charge	0
orbital gap	0.22886	Ha
highest occupied orbital energy	-0.269	hartree
max |F|	0.020	hartree/bohr

Last column: Löwdin charge in e.
Cartesian coordinates (Å):
K: -0.075 -0.237 0.376  0.628
N: -1.225 -1.843 -1.692  0.008
N: -2.616 -1.644 -1.512  -0.035
C: -3.026 -0.309 -1.082  -0.511
N: -4.448 -0.208 -1.334  0.122
N: -2.681 -0.187 0.326  0.077
N: -2.655 1.049 0.707  -0.480
O: -3.210 1.971 0.075  -0.003
O: -1.975 1.319 1.740  -0.167
H: -0.936 -1.778 -2.663  0.082
H: -0.977 -2.763 -1.347  0.060
H: -3.198 -1.942 -2.286  0.117
H: -4.624 0.243 -2.223  0.076
H: -4.856 0.379 -0.619  0.080
C: -2.088 2.102 -3.798  -0.007
O: -2.822 1.198 -2.958  -0.026
C: -2.191 0.753 -1.871  -0.451
O: -1.044 1.041 -1.620  -0.026
H: -2.829 2.733 -4.280  0.100
H: -1.535 1.536 -4.547  0.082
H: -1.396 2.694 -3.203  0.073
C: 1.946 -4.373 0.553  -0.158
O: 0.907 -3.675 -0.107  -0.177
H: 2.368 -3.790 1.379  0.074
H: 2.740 -4.558 -0.169  0.067
H: 1.605 -5.337 0.944  0.078
H: 0.198 -3.518 0.549  0.004
Se: -1.059 -0.415 4.079  1.176
N: -2.580 -1.290 4.297  -0.194
C: -2.579 -2.265 3.409  -0.388
C: -3.646 -3.196 3.210  0.011
C: -3.488 -4.126 2.242  -0.038
C: -2.275 -4.160 1.474  -0.099
N: -1.274 -3.350 1.623  0.111
C: -1.415 -2.377 2.577  -0.456
N: -0.459 -1.487 2.788  -0.259
H: -4.536 -3.121 3.818  0.121
H: -4.252 -4.857 2.020  0.105
H: -2.173 -4.923 0.708  0.120
N: 1.963 1.165 2.481  0.103
C: 3.111 0.554 3.009  -0.334
C: 3.061 -0.760 3.470  -0.049
C: 4.218 -1.390 3.900  -0.090
C: 5.438 -0.728 3.879  -0.106
C: 5.486 0.582 3.424  -0.091
C: 4.336 1.221 2.991  -0.055
H: 1.950 2.171 2.587  0.047
H: 1.121 0.813 2.918  0.000
H: 2.117 -1.293 3.468  0.086
H: 4.162 -2.412 4.253  0.103
H: 6.338 -1.224 4.216  0.096
H: 6.429 1.114 3.406  0.102
H: 4.379 2.242 2.628  0.107
C: 1.900 2.770 -2.374  -0.104
C: 3.153 1.968 -1.984  -0.687
C: 3.561 2.386 -0.570  -0.100
C: 4.265 2.326 -2.971  -0.080
P: 2.575 0.184 -1.943  1.158
C: 2.331 -0.160 -3.730  -0.353
C: 1.011 -0.123 -4.176  -0.113
C: 0.693 -0.349 -5.510  -0.086
C: 1.697 -0.626 -6.423  -0.087
C: 3.018 -0.668 -5.996  -0.077
C: 3.330 -0.432 -4.667  -0.101
C: 3.972 -0.957 -1.390  -0.680
C: 3.833 -1.048 0.134  -0.113
C: 3.666 -2.348 -1.961  -0.097
C: 5.423 -0.584 -1.705  -0.085
H: 2.133 3.837 -2.338  0.076
H: 1.060 2.580 -1.704  0.064
H: 1.578 2.534 -3.391  0.080
H: 3.667 3.476 -0.536  0.084
H: 4.516 1.951 -0.268  0.067
H: 2.811 2.093 0.169  0.056
H: 4.435 3.407 -2.932  0.086
H: 3.987 2.078 -3.996  0.073
H: 5.210 1.839 -2.741  0.062
H: 0.230 0.095 -3.455  0.066
H: -0.341 -0.315 -5.834  0.098
H: 1.456 -0.810 -7.462  0.102
H: 3.810 -0.881 -6.703  0.104
H: 4.366 -0.458 -4.361  0.089
H: 2.853 -1.436 0.423  0.061
H: 3.975 -0.084 0.620  0.051
H: 4.586 -1.733 0.535  0.096
H: 2.636 -2.645 -1.751  0.068
H: 4.330 -3.072 -1.479  0.086
H: 3.832 -2.408 -3.036  0.069
H: 5.724 0.339 -1.209  0.067
H: 5.625 -0.476 -2.769  0.061
H: 6.075 -1.378 -1.328  0.087
C: 1.930 5.536 2.532  -0.036
N: 0.801 4.958 1.840  -0.076
C: -0.134 4.139 2.398  -0.769
Se: -0.238 3.534 4.131  0.585
N: -1.042 3.867 1.442  0.129
C: -0.710 4.497 0.263  -0.164
C: -1.333 4.538 -0.975  -0.004
C: -0.740 5.334 -1.944  -0.093
C: 0.424 6.061 -1.687  -0.102
C: 1.050 6.013 -0.450  -0.017
C: 0.461 5.214 0.518  -0.161
H: 1.875 5.228 3.574  0.040
H: 1.892 6.624 2.465  0.097
H: 2.864 5.181 2.093  0.091
H: -1.733 3.124 1.570  0.099
H: -2.240 3.977 -1.150  0.107
H: -1.194 5.403 -2.925  0.103
H: 0.848 6.672 -2.471  0.103
H: 1.953 6.575 -0.252  0.111

No. 3
ORCA calculation (ωB97M-V/def2-TZVPD) on C37H54AsN5O2PdS as an isolated structure.

Results
LUMO energy	4.4	eV
multiplicity	1
charge	-2
orbital gap	0.19485	Ha
highest occupied orbital energy	-0.034	hartree
max |F|	0.035	hartree/bohr

Last column: Löwdin charge in e.
Cartesian coordinates (Å):
Pd: -0.269 0.872 0.498  0.560
C: 3.838 -1.100 1.635  -0.028
C: 2.390 -0.758 1.362  -0.340
N: 1.907 -0.633 0.168  0.014
O: 2.828 -0.924 -0.888  -0.106
C: 1.518 -0.550 2.478  -0.335
C: 2.009 -0.700 3.902  -0.066
N: 0.257 -0.242 2.243  -0.181
O: -0.560 -0.157 3.244  -0.259
H: 4.258 -1.652 0.797  0.063
H: 3.939 -1.688 2.545  0.061
H: 4.407 -0.176 1.752  0.082
H: 2.274 -0.798 -1.670  0.068
H: 2.833 -0.019 4.123  0.066
H: 2.316 -1.721 4.138  0.063
H: 1.162 -0.445 4.540  0.054
C: -8.026 2.302 -1.396  -0.071
C: -6.873 1.582 -0.750  -0.295
C: -5.690 2.239 -0.458  -0.029
C: -4.618 1.573 0.118  -0.298
C: -3.404 2.366 0.456  -0.134
C: -4.686 0.201 0.422  -0.230
As: -2.832 -0.496 1.085  1.327
N: -1.832 -0.446 -0.364  -0.345
C: -1.983 -0.360 -1.687  -0.432
C: -3.190 -0.465 -2.423  -0.077
C: -3.178 -0.534 -3.798  -0.138
C: -1.992 -0.469 -4.514  -0.165
C: -0.802 -0.263 -3.820  -0.137
C: -0.797 -0.198 -2.453  -0.072
C: -3.218 -2.495 1.412  -0.262
C: -3.425 -2.864 2.750  -0.311
C: -3.478 -1.816 3.821  -0.094
C: -3.624 -4.195 3.103  -0.036
C: -3.621 -5.202 2.152  -0.294
C: -3.921 -6.638 2.491  -0.072
C: -3.361 -4.845 0.841  -0.040
C: -3.152 -3.525 0.465  -0.280
C: -2.897 -3.250 -0.980  -0.052
C: -5.901 -0.442 0.178  -0.292
C: -6.160 -1.880 0.529  -0.056
C: -6.965 0.247 -0.403  -0.050
H: -7.762 3.341 -1.590  0.064
H: -8.906 2.283 -0.749  0.069
H: -8.294 1.832 -2.345  0.070
H: -5.594 3.294 -0.687  0.105
H: -3.547 3.424 0.239  0.074
H: -2.526 2.021 -0.113  0.000
H: -3.179 2.236 1.518  0.058
H: -4.135 -0.484 -1.892  0.084
H: -4.120 -0.640 -4.331  0.087
H: -1.993 -0.549 -5.595  0.068
H: 0.125 -0.148 -4.374  0.085
H: 0.122 -0.010 -1.886  0.062
H: -2.542 -1.256 3.828  0.040
H: -3.651 -2.260 4.799  0.065
H: -4.278 -1.106 3.608  0.070
H: -3.802 -4.456 4.141  0.100
H: -4.070 -6.770 3.562  0.062
H: -3.109 -7.293 2.170  0.069
H: -4.827 -6.963 1.973  0.071
H: -3.340 -5.620 0.082  0.105
H: -2.925 -4.170 -1.565  0.073
H: -1.924 -2.778 -1.101  0.079
H: -3.638 -2.559 -1.376  0.058
H: -5.426 -2.243 1.240  0.044
H: -6.112 -2.511 -0.360  0.083
H: -7.158 -1.987 0.957  0.072
H: -7.894 -0.285 -0.584  0.107
C: -2.106 5.853 2.327  -0.119
C: -1.010 5.479 3.322  -0.275
C: -1.090 4.022 3.786  -0.206
C: -0.824 3.015 2.665  -0.291
N: 0.577 3.021 2.270  -0.053
C: 0.843 2.490 0.968  -0.948
S: -0.100 3.111 -0.345  0.607
N: 2.258 2.489 0.802  -0.070
C: 2.856 2.504 -0.510  -0.274
C: 4.018 3.512 -0.573  -0.215
C: 3.576 4.965 -0.761  -0.277
C: 2.773 5.502 0.416  -0.122
H: -2.142 6.935 2.190  0.057
H: -3.079 5.512 2.682  0.068
H: -1.907 5.395 1.362  0.051
H: -1.084 6.133 4.200  0.089
H: -0.039 5.643 2.853  0.094
H: -2.085 3.827 4.196  0.101
H: -0.363 3.869 4.590  0.098
H: -1.381 3.311 1.772  0.022
H: -1.155 2.006 2.980  0.088
H: 1.149 2.523 2.947  0.107
H: 2.704 1.835 1.434  0.095
H: 2.079 2.792 -1.226  0.042
H: 3.238 1.515 -0.797  0.091
H: 4.667 3.237 -1.412  0.092
H: 4.605 3.425 0.346  0.099
H: 2.960 5.030 -1.661  0.100
H: 4.469 5.587 -0.914  0.088
H: 1.909 4.868 0.589  0.027
H: 2.430 6.516 0.211  0.060
H: 3.378 5.515 1.322  0.068